Formula: C4H9NO2
Source: the OMol25 dataset
Level of theory: the ωB97M-V functional and the def2-TZVPD basis

CARTESIAN COORDINATES (ANGSTROEM)
N: 1.670 0.380 -1.971
C: 1.001 0.379 -0.628
C: -0.370 -0.280 -0.594
C: -1.396 0.066 0.493
C: -0.943 -0.558 1.800
O: -1.494 -1.259 2.576
O: 0.184 0.199 2.230
H: 1.570 1.193 -2.564
H: 1.051 -0.319 -2.380
H: 1.794 0.066 0.038
H: 0.892 1.436 -0.277
H: -0.849 -0.313 -1.572
H: -0.078 -1.337 -0.444
H: -1.597 1.133 0.577
H: -2.353 -0.399 0.245
H: 0.918 -0.387 2.470

For the HOMO energy, the calculation gives -9.609 eV. The relative energy (zero: lowest compared OMol25 entry of this formula, charge and spin) comes out at 1.882 eV. The SMILES is NCCCC(=O)O. For the total energy, the calculation gives -9878.1783 eV. The value obtained for the maximum force is 4.08 eV Å⁻¹.